C45H43BCl3CrF4GeN5O3Si as an isolated structure, computed with ωB97M-V/def2-TZVPD.

The geometry in XYZ format:
```
107
Properties=species:S:1:pos:R:3:mulliken_charge:R:1
Cr 0.44586 0.61873 -0.40325 0.9975
O -3.00500 -1.55422 -0.51251 -0.5384
C -2.24263 -0.62694 -0.49545 0.0204
O -1.40922 -0.35036 0.52023 0.2815
C -2.18925 0.41056 -1.56758 -0.0062
C -3.24520 0.57157 -2.44185 -0.8975
C -3.17609 1.59850 -3.37161 -0.9453
C -2.05309 2.40852 -3.37487 -0.9476
C -1.02677 2.16828 -2.47473 -0.7484
N -1.08769 1.17740 -1.57922 1.4001
H -4.08569 -0.10305 -2.37450 0.6276
H -3.97872 1.75985 -4.07695 0.4598
H -1.95042 3.22245 -4.07768 0.5596
H -0.11149 2.73654 -2.47294 0.5549
Cl 1.82167 -3.60818 -3.62296 -0.0931
C 1.26295 -3.58360 -1.94704 0.6831
Cl 2.50817 -4.16602 -0.85008 -0.0669
Cl -0.23823 -4.49730 -1.73619 -0.0808
C 0.97250 -2.18940 -1.60181 -0.5413
N 0.71832 -1.10459 -1.32613 0.5399
F 3.14383 -1.87160 1.65035 -0.4395
B 2.23108 -0.85413 1.68177 -0.5338
F 2.31232 -0.10859 2.85033 -0.4379
F 2.40722 0.02440 0.57280 0.3226
F 0.91449 -1.36205 1.52354 -0.2038
N 2.23377 3.63034 3.60010 -0.4744
C 1.13431 3.34040 2.85005 -0.2128
C 1.25229 2.47352 1.74270 -0.3954
N 0.19456 2.14450 1.03136 1.7217
C -0.98936 2.69876 1.35608 -0.3786
C -1.07281 3.57526 2.41194 -0.7337
N -0.02505 3.89419 3.17357 -0.6458
H 3.00305 2.98310 3.57600 0.2395
H 2.05908 4.09245 4.47670 0.2715
H 2.19869 2.02300 1.47239 0.5244
H -1.84919 2.42490 0.76281 0.1685
H -2.02187 4.02853 2.66843 0.4361
C 4.41417 4.27711 -3.14444 -1.9846
C 3.33753 3.80387 -2.16528 2.2825
C 2.03540 4.54449 -2.48975 -1.5459
C 3.73505 4.19024 -0.73650 -1.5611
Si 2.96679 1.94240 -2.30089 -0.5690
O 1.64078 1.61653 -1.45210 0.2371
C 4.42533 0.85303 -1.81499 1.4128
C 5.68322 1.27092 -1.38473 -0.4271
C 6.68604 0.35914 -1.07519 -0.8526
C 6.44812 -0.99952 -1.18737 -0.7074
C 5.20838 -1.44365 -1.62641 -0.5004
C 4.22361 -0.52564 -1.94153 -0.1967
C 2.63627 1.44669 -4.09474 0.6760
C 1.40478 0.88005 -4.42975 0.2336
C 1.13810 0.41610 -5.71214 -1.0854
C 2.10671 0.51666 -6.69673 -0.5617
C 3.34396 1.06764 -6.38761 -0.9613
C 3.60246 1.51624 -5.10241 -0.6635
H 4.58043 5.35194 -3.02118 0.5333
H 4.12185 4.11032 -4.17972 0.3853
H 5.37015 3.77850 -2.98016 0.2345
H 2.19499 5.62560 -2.42668 0.5882
H 1.24872 4.28273 -1.78149 0.0826
H 1.68358 4.32240 -3.50065 0.3040
H 3.76034 5.28109 -0.64155 0.5482
H 4.71752 3.81997 -0.45340 0.2200
H 3.01377 3.81779 -0.00267 0.1110
H 5.90446 2.32396 -1.28463 0.1124
H 7.65253 0.71372 -0.74078 0.3902
H 7.22390 -1.71106 -0.93666 0.3824
H 5.01316 -2.50389 -1.72112 0.3363
H 3.26697 -0.88722 -2.30028 -0.0049
H 0.64432 0.78404 -3.66076 0.1989
H 0.17662 -0.02616 -5.94034 0.4464
H 1.90552 0.16020 -7.69876 0.3830
H 4.11155 1.13406 -7.14787 0.4335
H 4.58794 1.90409 -4.87898 0.4140
C -0.91456 -0.25446 3.52887 -1.4263
Ge -1.87201 -1.20850 2.15607 1.3966
C -1.59236 -3.10604 1.97931 0.3351
C -0.43949 -3.71040 2.47969 -0.1833
C -0.28642 -5.08909 2.41800 -0.7554
C -1.28460 -5.87515 1.86648 -0.4469
C -2.44790 -5.28784 1.38852 -0.8674
C -2.60154 -3.91133 1.44673 0.1774
C -3.73679 -0.68652 2.34929 0.8444
C -4.25597 0.35602 1.63005 0.0164
C -5.56783 0.83199 1.84458 -1.3923
C -6.35375 0.25077 2.79155 -0.9309
C -5.86298 -0.82078 3.57610 0.9166
C -6.67028 -1.41731 4.57686 -0.8827
C -6.19362 -2.43627 5.34444 -0.5504
C -4.87936 -2.91021 5.14343 -1.2250
C -4.08273 -2.35657 4.18496 -0.3943
C -4.54543 -1.29381 3.36354 -0.2776
H -1.12081 -0.73835 4.48378 0.5629
H -1.32046 0.75679 3.57202 0.3415
H 0.15639 -0.23034 3.36720 0.3212
H 0.35275 -3.10909 2.90171 0.3537
H 0.61683 -5.54581 2.79921 0.4454
H -1.16175 -6.94923 1.81673 0.4050
H -3.23600 -5.90153 0.97395 0.4340
H -3.50805 -3.45956 1.07161 0.4008
H -3.65865 0.85712 0.87424 0.1980
H -5.94190 1.65678 1.25277 0.4627
H -7.36326 0.60320 2.96355 0.3781
H -7.67613 -1.04375 4.72113 0.3911
H -6.81724 -2.88336 6.10623 0.3933
H -4.50343 -3.72244 5.75036 0.4385
H -3.08844 -2.75871 4.04601 0.3076
```

As for the HOMO energy (alpha / beta): -8.2 / -6.6 eV. As for the relative energy (zero: lowest compared OMol25 entry of this formula, charge and spin): 0.0 kcal per mole. Its expectation value of S² is 2.0430. As for the total charge: 0. The calculated total energy comes out at -202896.3763 eV. The spin multiplicity is 3.

***

C4H7NO in the gas phase in a non-equilibrium geometry, computed with ωB97M-V/def2-TZVPD.

The geometry in XYZ format:
```
13
Properties=species:S:1:pos:R:3:mulliken_charge:R:1
H -2.31558 0.36759 1.35269 0.2514
N -1.43253 -0.14172 1.37543 -0.6387
C -1.15162 -0.63034 0.23546 0.0247
C 0.26635 -1.17576 0.00532 -0.7100
C 0.97688 0.16232 -0.17086 0.3593
C 0.23727 1.05888 -0.84303 -0.9014
O 2.07505 0.43062 0.54870 -0.4214
H -1.80386 -0.58693 -0.64966 0.3989
H 0.58882 -1.65626 0.93021 0.3415
H 0.34849 -1.88322 -0.83056 0.2598
H -0.02795 0.58215 -1.77074 0.3098
H 0.00715 2.09223 -0.60317 0.3743
H 2.23154 1.38044 0.42021 0.3517
```

As for the HOMO energy: -8.1 eV. As for the relative energy (zero: lowest compared OMol25 entry of this formula, charge and spin): 78.9 kcal per mole. As for the total charge: 0. The calculated total energy comes out at -7796.2227 eV. The spin multiplicity is 1.

***

A 2-piece molecular cluster, C3H8OSi overall in a non-equilibrium geometry, computed with ωB97M-V/def2-TZVPD.

The geometry in XYZ format:
```
13
Properties=species:S:1:pos:R:3:mulliken_charge:R:1
O 4.39792 0.38819 0.58656 -0.4277
Si 3.49298 -0.84187 0.52854 0.5163
H 2.59721 -1.48162 1.55029 -0.0442
H 3.33328 -1.54327 -0.79281 -0.0508
C -0.51278 0.50701 -1.13497 -0.8688
C -1.58490 -0.05618 -0.54548 0.2106
C -2.29866 0.52893 0.58332 -1.0225
H 0.00957 1.41558 -0.81642 0.2479
H -0.05538 0.07610 -1.96528 0.3060
H -2.00939 -1.04710 -0.79400 0.2882
H -2.15756 -0.11557 1.48158 0.2569
H -3.33900 0.72796 0.32955 0.2692
H -1.87329 1.44183 0.98914 0.3188
```

As for the HOMO energy: -9.8 eV. As for the relative energy (zero: lowest compared OMol25 entry of this formula, charge and spin): 48.4 kcal per mole. As for the total charge: 0. The calculated total energy comes out at -13163.9274 eV. The spin multiplicity is 1.

***

C4H9F2PS in the gas phase in a non-equilibrium geometry, computed with ωB97M-V/def2-TZVPD.

The geometry in XYZ format:
```
17
Properties=species:S:1:pos:R:3:mulliken_charge:R:1
C 1.19035 -0.83415 -0.07385 -1.6634
C 0.11266 0.16914 -0.45535 1.5214
C 0.10040 1.37431 0.47507 -1.6946
C -1.26196 -0.47902 -0.54915 -1.6935
P 0.46758 0.84257 -2.14666 0.6781
F 0.73826 -0.50345 -2.99836 -0.2762
F 2.03825 1.20499 -2.04798 -0.2753
S -0.61119 2.16061 -3.03955 -0.3434
H 1.21980 -1.65952 -0.78239 0.3958
H 2.17003 -0.36111 -0.05153 0.3938
H 0.98006 -1.23702 0.91532 0.4478
H -0.64088 2.10092 0.14447 0.4179
H 1.07595 1.85926 0.48599 0.4152
H -0.14435 1.06589 1.48988 0.4221
H -1.99999 0.24503 -0.89262 0.4164
H -1.24526 -1.31226 -1.25078 0.4142
H -1.57053 -0.85308 0.42542 0.4238
```

As for the HOMO energy: -9.8 eV. As for the relative energy (zero: lowest compared OMol25 entry of this formula, charge and spin): 0.0 kcal per mole. As for the total charge: 0. The calculated total energy comes out at -29856.2248 eV. The spin multiplicity is 1.